Molecular formula: C4H5NO
Method: DFT, ωB97M-V/def2-TZVPD

Each line ends with the Mulliken charge.
Element x y z (Å)
O -1.385 1.928 -0.283  -0.72
C -0.839 0.858 0.044  0.16
C -0.898 -0.498 -0.613  -0.38
C 0.273 -1.172 -0.491  -0.35
C 1.219 -0.317 0.159  -0.19
N 0.697 0.843 0.394  -0.10
H -1.837 -0.881 -0.995  0.40
H -0.996 0.412 1.115  0.19
H 0.472 -2.202 -0.744  0.38
H 2.198 -0.601 0.528  0.40
H 1.095 1.631 0.885  0.20

Properties
- ΔE to the lowest compared entry with this formula, charge and spin (kcal per mole) = 57.5
- E_LUMO (eV) = -0.185
- total charge = 0
- HOMO energy (hartree) = -0.29799

---

Molecular formula: CH5NO2S
Method: DFT, ωB97M-V/def2-TZVPD

Each line ends with the Mulliken charge.
Element x y z (Å)
C -1.404 -1.559 0.301  -0.37
N 1.398 1.024 -1.576  -0.66
O -0.102 0.839 2.822  -0.43
O -0.952 -0.772 1.252  -0.24
S -0.024 0.558 1.427  0.45
H -0.995 -1.600 -0.692  0.26
H -2.090 -2.308 0.602  0.32
H 0.880 0.653 -0.810  0.17
H 2.347 1.366 -1.282  0.25
H 0.943 1.798 -2.044  0.24

Properties
- ΔE to the lowest compared entry with this formula, charge and spin (kcal per mole) = 95.3
- E_LUMO (spin up / spin down) (eV) = -0.911 / 0.171
- total charge = 0
- HOMO energy (spin up / spin down) (hartree) = -0.29599 / -0.31877

---

Molecular formula: C5H5N3O3
Method: DFT, ωB97M-V/def2-TZVPD

Each line ends with the Mulliken charge.
Element x y z (Å)
C -2.294 0.330 -1.079  -0.51
C -0.939 0.442 -1.092  -0.06
C -1.702 0.264 0.960  -0.11
C 1.581 -1.839 0.149  0.22
C 0.716 0.381 0.760  -0.42
N -2.750 0.223 0.207  -0.61
N -0.543 0.404 0.228  0.18
N 1.859 0.831 0.094  0.90
O 0.923 -2.476 -0.562  -0.25
O 1.780 1.215 -1.063  -0.62
O 2.909 0.745 0.727  -0.61
H -2.978 0.319 -1.901  0.41
H -0.244 0.551 -1.897  0.40
H -1.699 0.202 2.028  0.33
H 2.565 -1.864 0.612  0.37
H 0.815 0.273 1.828  0.37

Properties
- ΔE to the lowest compared entry with this formula, charge and spin (kcal per mole) = 125.9
- E_LUMO (spin up / spin down) (eV) = -1.044 / -1.434
- total charge = 0
- HOMO energy (spin up / spin down) (hartree) = -0.31583 / -0.31679

---

Molecular formula: C30H21O13P
Method: DFT, ωB97M-V/def2-TZVPD

Each line ends with the Mulliken charge.
Element x y z (Å)
O 2.845 -6.432 -3.148  -0.52
C 2.385 -5.286 -2.628  0.22
C 3.392 -4.015 -2.214  -0.39
C 2.942 -2.610 -2.570  -0.18
C 1.462 -2.515 -3.343  0.42
O 1.235 -1.697 -4.381  -0.61
C 0.311 -3.567 -2.738  0.58
P -1.513 -3.032 -2.459  0.71
O -1.808 -3.210 -0.885  -0.55
O -2.687 -3.980 -3.329  -0.53
O -1.601 -1.309 -2.758  -0.50
C 0.761 -4.973 -2.381  -0.43
H 4.398 -4.221 -1.645  0.33
H 3.563 -1.643 -2.292  0.33
H -3.318 -4.328 -2.607  0.37
H -0.851 -0.910 -2.194  0.35
H 0.019 -5.785 -1.961  0.29
O -1.745 -4.029 5.607  -0.58
C -1.319 -4.199 4.473  0.32
C -0.858 -5.525 4.017  -0.40
C -0.391 -5.709 2.779  -0.37
C -0.317 -4.595 1.813  0.24
O 0.109 -4.765 0.679  -0.39
C -0.778 -3.269 2.268  -0.16
C -1.245 -3.085 3.507  -0.26
H -0.919 -6.332 4.737  0.40
H -0.048 -6.675 2.429  0.42
H -0.717 -2.462 1.548  0.42
H -1.588 -2.119 3.857  0.38
O -6.504 -0.115 7.486  -0.55
C -5.682 -0.177 6.583  0.36
C -4.524 0.738 6.536  -0.36
C -3.627 0.671 5.548  -0.42
C -3.754 -0.321 4.461  0.51
O -2.931 -0.382 3.558  -0.61
C -4.911 -1.235 4.508  -0.23
C -5.809 -1.169 5.497  -0.37
H -4.445 1.460 7.340  0.40
H -2.773 1.335 5.498  0.41
H -4.991 -1.957 3.704  0.45
H -6.663 -1.833 5.547  0.40
O 1.718 1.151 -2.042  -0.60
C 1.774 1.755 -3.104  0.32
C 2.351 3.112 -3.185  -0.43
C 2.409 3.772 -4.346  -0.32
C 1.900 3.174 -5.596  0.30
O 1.956 3.778 -6.658  -0.57
C 1.324 1.818 -5.514  -0.58
C 1.265 1.157 -4.354  0.12
H 2.720 3.537 -2.259  0.74
H 2.828 4.768 -4.422  0.51
H 0.954 1.393 -6.440  0.44
H 0.846 0.161 -4.277  0.23
O 3.149 4.515 -0.613  -0.59
C 2.960 5.723 -0.647  0.65
C 3.540 6.619 0.372  -0.39
C 3.332 7.939 0.335  -0.43
C 2.514 8.557 -0.728  0.31
O 2.325 9.765 -0.762  -0.55
C 1.934 7.661 -1.747  -0.58
C 2.143 6.341 -1.710  -0.18
H 4.138 6.151 1.145  0.42
H 3.749 8.611 1.075  0.40
H 1.336 8.129 -2.520  0.43
H 1.725 5.670 -2.450  0.42

Properties
- E_LUMO (eV) = -2.110
- structure (SMILES) = O=C1C=CC(=O)C(P(=O)(O)O)=C1.O=C1C=CC(=O)C=C1.O=C1C=CC(=O)C=C1.O=C1C=CC(=O)C=C1.O=C1C=CC(=O)C=C1
- total charge = 0
- HOMO energy (hartree) = -0.36834

---

Molecular formula: C6H17F4HfNO3
Method: DFT, ωB97M-V/def2-TZVPD

Each line ends with the Mulliken charge.
Element x y z (Å)
Hf -0.330 -0.153 -0.711  2.33
F 1.889 -0.654 -1.202  -0.69
F 0.459 2.061 -0.714  -0.73
F -2.613 0.027 -1.052  -0.75
F -0.856 -2.134 0.394  -0.68
C -0.777 2.061 3.301  -1.61
C -0.079 1.439 2.058  0.35
C 0.936 0.399 2.500  -0.32
O 1.145 -0.448 1.430  0.07
C 2.173 -1.388 1.723  -0.67
N -1.243 0.851 1.286  -0.40
H -1.408 2.926 3.099  0.47
H -0.094 2.397 4.081  0.38
H -1.530 1.432 3.777  0.46
H 0.197 2.391 1.605  0.06
H 0.512 -0.184 3.317  0.49
H 1.819 0.960 2.806  0.46
H 2.326 -2.199 1.011  0.28
H 1.930 -1.715 2.734  0.41
H 3.196 -1.020 1.797  0.36
H -1.969 1.538 1.139  0.33
H -1.871 0.424 1.952  0.22
C -0.025 -0.270 -4.165  -0.41
C -0.743 -1.627 -3.705  -0.47
O -0.519 -2.013 -2.398  -0.44
O -0.247 0.586 -3.102  -0.52
H -0.504 0.213 -5.017  0.34
H 1.053 -0.317 -4.317  0.36
H -0.429 -2.486 -4.297  0.38
H -1.830 -1.545 -3.694  0.36
H -0.797 -2.917 -2.232  0.28
H 0.226 1.365 -3.404  0.30

Properties
- E_LUMO (spin up / spin down) (eV) = -3.160 / -9.865
- ⟨S²⟩ = 0.756
- total charge = +1
- spin multiplicity = 2
- HOMO energy (spin up / spin down) (hartree) = -0.52893 / -0.52815

---

Molecular formula: C7H9BO2S
Method: DFT, ωB97M-V/def2-TZVPD

Each line ends with the Mulliken charge.
Element x y z (Å)
B 0.358 0.171 -0.345  0.53
C 2.639 2.418 1.476  -0.26
C 1.970 2.050 0.348  -0.64
C 2.303 1.691 2.600  -0.42
C 1.087 1.011 0.621  0.51
C -0.673 -1.180 -1.952  -0.63
C -1.381 -1.915 -0.648  0.13
C -2.824 -1.188 -0.543  -1.03
O -0.097 -0.013 -1.490  -0.39
O -0.580 -1.749 0.464  -0.78
S 1.046 0.566 2.267  -0.01
H 3.539 3.046 1.309  0.29
H 2.292 2.340 -0.654  0.36
H 2.598 1.493 3.631  0.38
H 0.115 -1.794 -2.320  0.31
H -1.395 -0.934 -2.767  0.32
H -1.516 -2.928 -0.820  0.53
H -3.116 -0.540 -1.400  0.27
H -2.866 -0.514 0.415  0.23
H -3.498 -2.031 -0.194  0.32

Properties
- E_LUMO (spin up / spin down) (eV) = 0.456 / -3.290
- ⟨S²⟩ = 2.016
- total charge = 0
- spin multiplicity = 3
- HOMO energy (spin up / spin down) (hartree) = -0.22921 / -0.29602